Entry from the Open Molecules 2025 dataset: 2 unconnected molecules or ions with the total composition C33H49N2O10P (wB97M-V/def2-TZVPD).

Results
HOMO-LUMO gap, eV: 6.8005
M, g/mol: 664.73
Total charge: 0

Last column: Löwdin charge in e.
Geometry (Å):
C1 0.188877 3.589007 2.488260  -0.067
C2 0.980200 2.863757 1.258733  -0.235
O1 1.388886 3.933093 0.365504  -0.182
C3 1.681621 3.463049 -0.971413  -0.154
C4 2.247284 1.962191 -1.037508  -0.003
C5 3.573705 1.549483 -0.292331  -0.101
N1 4.311859 2.611890 0.441896  0.082
C6 4.113598 0.103310 -0.302104  -0.006
C7 5.419351 -0.432383 0.442975  -0.137
O2 5.895560 0.399236 1.513145  -0.211
O3 5.138254 0.246825 2.641553  -0.036
C8 3.296501 -0.958936 -1.119749  0.014
C9 2.011548 -0.554209 -1.874105  0.045
C10 1.460327 0.917067 -1.852611  -0.053
N2 0.231166 1.147754 -2.635813  0.042
C11 -0.899750 1.603042 -1.817348  -0.340
C12 -1.742101 2.913597 -2.219731  0.006
O4 -1.310735 0.986086 -0.786468  0.011
C13 0.450366 1.973381 -3.839531  -0.368
C14 -0.514674 1.677399 -5.098845  -0.004
O5 1.334588 2.845291 -3.992644  0.068
C15 1.210065 -1.695591 -2.682417  -0.226
O6 0.629603 -1.503889 -3.777355  0.048
C16 1.238795 -3.146606 -1.972029  -0.079
C17 -0.046326 -4.078423 -2.069533  -0.142
C18 -1.446012 -3.297983 -2.014393  -0.190
C19 -2.164047 -3.318418 -0.570999  -0.197
C20 -3.703764 -2.829191 -0.778953  -0.200
C21 -3.779640 -1.197939 -0.777237  -0.146
C22 -3.755891 -0.680958 0.764501  -0.190
O7 -5.088748 -0.223952 1.131368  -0.063
C23 -5.039128 0.766432 2.149492  -0.409
C24 -4.072579 0.569904 3.412210  -0.007
O8 -5.768303 1.784258 2.048165  0.048
C25 2.444053 -3.525573 -1.287871  -0.233
P1 2.656589 -5.187161 -0.417676  0.976
C26 1.685541 -5.007532 1.207944  -0.417
C27 2.445373 -3.842396 2.057475  -0.169
C28 2.045371 -6.640349 -1.471739  -0.420
C29 0.977532 -7.475106 -0.572365  -0.182
C30 3.700770 -2.510605 -1.196533  -0.300
O9 4.874329 -2.941331 -1.224969  0.034
H1 -0.609747 2.838110 2.856785  0.073
H2 0.883476 3.823476 3.358610  0.081
H3 -0.358905 4.487673 2.054824  0.067
H4 1.917533 2.385201 1.705112  0.117
H5 0.237591 2.122387 0.813686  0.107
H6 2.542950 4.131159 -1.363542  0.139
H7 0.799802 3.656223 -1.665154  0.096
H8 5.324537 2.452425 0.257460  0.096
H9 4.124465 3.536532 0.028682  0.077
H10 6.233118 -0.699616 -0.329745  0.155
H11 5.131136 -1.446829 0.922161  0.135
H12 5.594166 0.822990 3.305973  0.132
H13 -2.348689 2.608762 -3.157577  0.092
H14 -1.098327 3.797428 -2.539702  0.086
H15 -2.510590 3.217224 -1.436789  0.102
H16 -0.838533 2.617885 -5.649579  0.093
H17 -1.461065 1.194056 -4.647698  0.079
H18 -0.051700 0.872377 -5.772331  0.101
H19 -0.028086 -4.803268 -1.180646  0.071
H20 -0.038500 -4.715156 -3.030747  0.129
H21 -1.406196 -2.208277 -2.345755  0.099
H22 -2.186710 -3.818669 -2.734868  0.119
H23 -2.135094 -4.369381 -0.088330  0.112
H24 -1.680894 -2.558853 0.153037  0.117
H25 -4.128946 -3.175213 -1.795977  0.110
H26 -4.371818 -3.164136 0.091731  0.109
H27 -4.718998 -0.808252 -1.309671  0.122
H28 -2.862991 -0.836117 -1.364402  0.082
H29 -3.520799 -1.627152 1.389565  0.121
H30 -2.923051 0.069956 0.969672  0.115
H31 -4.502980 1.005779 4.372405  0.096
H32 -3.812591 -0.532528 3.556380  0.085
H33 -3.088723 1.113615 3.179206  0.087
H34 0.617553 -4.622151 1.027253  0.065
H35 1.594479 -5.982612 1.796175  0.075
H36 2.695649 -2.942359 1.395495  0.053
H37 1.773826 -3.451439 2.901276  0.076
H38 3.409619 -4.228477 2.544258  0.078
H39 1.624365 -6.332437 -2.487707  0.066
H40 2.933746 -7.347953 -1.668952  0.075
H41 0.059182 -6.820073 -0.333297  0.064
H42 1.527168 -7.712377 0.409172  0.062
H43 0.698735 -8.481132 -1.032984  0.073
C31 -2.540630 8.088445 3.859659  -0.027
C32 -2.283871 6.618092 3.659850  -0.504
C33 -3.173216 5.884447 2.690865  -0.025
O10 -1.392683 6.045261 4.257655  0.056
H44 -1.825765 8.485391 4.583514  0.083
H45 -2.413258 8.620046 2.914176  0.085
H46 -3.550871 8.240241 4.245824  0.085
H47 -3.073859 6.318303 1.693400  0.087
H48 -4.211534 5.938308 3.024979  0.088
H49 -2.873491 4.835147 2.647662  0.071

Atoms 1-6, force components in eV/Å:
C -0.1 -1.2 -0.8
C -0.7 0.8 2.3
O -0.1 -1.6 -0.8
C 1.6 -0.1 -0.3
C -0.2 -2.7 -0.7
C -0.9 -1.1 -1.2

***

Entry from the Open Molecules 2025 dataset: 3 unconnected molecules or ions with the total composition C4H10O3 (wB97M-V/def2-TZVPD).

Results
HOMO-LUMO gap, eV: 8.7292
M, g/mol: 106.12
Total charge: 0
Energy above the lowest of the compared OMol25 structures with the same formula, charge and spin, eV: 2.4083

Last column: natural (NBO) charge in e.
Geometry (Å):
C1 0.119086 2.518736 0.076350  -0.402
C2 -0.396020 1.542026 0.832395  -0.221
C3 0.094067 0.158841 0.969720  -0.389
C4 1.407059 -0.132516 0.991445  0.208
O1 1.859985 -1.367575 0.613751  -0.682
H1 -0.307294 3.507716 0.008275  0.201
H2 1.159876 2.379807 -0.225479  0.192
H3 -1.242244 1.806605 1.471505  0.196
H4 -0.602888 -0.642947 1.179042  0.220
H5 2.205720 0.583032 1.084919  0.175
H6 1.179683 -1.837419 0.106188  0.499
O2 0.257862 -1.170151 -1.937746  -0.956
H7 -0.675038 -1.211864 -1.700822  0.483
H8 0.194787 -0.851061 -2.852623  0.471
O3 -2.600898 -0.864851 -0.486273  -0.945
H9 -2.329382 0.035862 -0.262786  0.480
H10 -3.186641 -0.725084 -1.232264  0.471

Atoms 1-6, force components in eV/Å:
C 1.0 -0.6 0.9
C -0.6 0.2 0.8
C 1.1 1.0 0.8
C -1.0 -1.0 -1.7
O 0.3 0.1 0.9
H -0.1 0.0 0.2

***

Entry from the Open Molecules 2025 dataset: 3 unconnected molecules or ions with the total composition C4H13NO3 (wB97M-V/def2-TZVPD).

Results
HOMO-LUMO gap (spin up / spin down), eV: 11.0550 / 5.8837
⟨S²⟩: 0.7793
M, g/mol: 123.15
Total charge: +1
Energy above the lowest of the compared OMol25 structures with the same formula, charge and spin, eV: 1.9216
2S+1: 2

Last column: natural (NBO) charge in e.
Geometry (Å):
C1 1.825093 1.825973 -0.028879  -0.746
C2 0.491056 1.278602 -0.397509  0.612
N1 0.277944 -0.078012 -0.600016  -0.184
C3 1.294510 -1.142172 -0.437077  -0.268
C4 1.685346 -1.276469 1.025638  -0.649
O1 -0.455828 2.037512 -0.590477  -0.356
H1 2.629755 1.096948 -0.153795  0.239
H2 1.934747 2.692550 -0.708150  0.291
H3 1.962906 2.298509 0.941348  0.301
H4 -0.720542 -0.370534 -0.636153  0.447
H5 2.024517 -1.011624 -1.211300  0.269
H6 0.710936 -2.022166 -0.701994  0.239
H7 2.318829 -2.143070 1.230419  0.280
H8 0.896687 -1.291793 1.778403  0.262
H9 2.372393 -0.472900 1.306040  0.231
H10 -1.443815 -1.835954 0.869407  0.421
H11 -1.683818 -3.203280 1.289884  0.476
O2 -1.842478 -2.304027 1.619634  -0.891
H12 -2.171806 0.991677 -1.428391  0.476
H13 -2.328631 0.485497 -0.042535  0.450
O3 -2.735688 0.359316 -0.928321  -0.897

Atoms 1-6, force components in eV/Å:
C 0.9 0.2 -1.0
C 0.1 1.5 0.5
N 0.3 -0.5 0.9
C -2.5 -0.7 0.0
C 1.8 0.8 1.0
O -0.1 -0.8 0.0

***

Entry from the Open Molecules 2025 dataset: a molecular structure, C15H26B2F4NO16Tl (wB97M-V/def2-TZVPD).

Results
HOMO-LUMO gap, eV: 2.5183
M, g/mol: 778.36
Total charge: 0
Energy above the lowest of the compared OMol25 structures with the same formula, charge and spin, eV: 0.0000

Last column: natural (NBO) charge in e.
Geometry (Å):
Tl1 1.965079 5.543388 0.910336  0.986
B1 -1.816361 7.233148 2.150316  -0.597
H1 -2.180191 6.342578 1.661686  0.122
H2 -1.494691 7.914528 1.377986  0.044
H3 -2.679511 7.635628 2.657486  0.091
H4 -1.011161 7.095818 2.855326  -0.016
B2 -0.214561 7.098778 -2.514784  -0.611
H5 -1.020721 7.430528 -3.150634  0.068
H6 0.160139 7.950648 -1.968764  0.034
H7 -0.572241 6.346608 -1.828814  0.041
H8 0.606089 6.720658 -3.104534  0.037
C1 -1.276161 0.273838 -1.195324  -0.749
C2 -1.362491 1.533288 -0.304534  0.755
O1 -2.147701 2.444398 -0.668564  -0.412
O2 -0.561831 1.667138 0.648686  -0.507
H9 -1.954581 -0.497132 -0.830034  0.232
H10 -0.271191 -0.142522 -1.264404  0.240
H11 -1.634791 0.424308 -2.213584  0.239
C3 -6.691981 -0.120482 -0.833234  -0.124
C4 -6.418661 -1.002712 -2.084894  0.457
O3 -6.105221 -2.217932 -1.526274  -0.486
C5 -6.652961 -2.311802 -0.294644  0.965
O4 -6.759431 -3.333712 0.436096  -0.557
O5 -7.077181 -1.043312 0.118466  -0.481
F1 -5.485721 -0.489192 -2.895734  -0.315
H12 -7.464531 0.603778 -1.091564  0.206
H13 -5.755681 0.348308 -0.530474  0.197
H14 -7.335651 -1.139962 -2.657944  0.138
C6 5.118209 -1.888742 1.901496  -0.134
C7 6.090869 -1.463132 2.985406  0.434
O6 5.379499 -0.443382 3.638986  -0.480
C8 4.301699 -0.059612 3.004286  0.977
O7 3.703399 0.997888 3.209126  -0.583
O8 4.233449 -0.810832 1.867866  -0.482
F2 7.118979 -0.803942 2.391626  -0.334
H15 4.582149 -2.829312 2.028256  0.203
H16 5.610349 -2.004442 0.935836  0.217
H17 6.422439 -2.230482 3.684936  0.183
C9 -0.187701 -1.523422 5.309646  -0.127
C10 -0.924161 -2.599592 4.577556  0.428
O9 -1.012411 -3.535302 5.628016  -0.485
C11 0.019819 -3.487452 6.400216  0.968
O10 0.413229 -4.410352 7.083066  -0.571
O11 0.555579 -2.274512 6.264496  -0.487
F3 -0.122421 -3.053762 3.595516  -0.332
H18 -0.890681 -0.990152 5.949606  0.193
H19 0.429909 -0.844462 4.721706  0.226
H20 -1.801671 -2.112882 4.151886  0.186
C12 5.062479 -0.237862 -4.456574  -0.133
C13 3.683049 -0.340392 -5.099724  0.441
O12 3.015749 0.732158 -4.498554  -0.477
C14 3.661249 1.138618 -3.437474  0.966
O13 3.200599 1.884038 -2.581084  -0.591
O14 4.841579 0.550908 -3.367134  -0.468
F4 3.055749 -1.382102 -4.740724  -0.310
H21 5.838959 0.126668 -5.129114  0.201
H22 5.312379 -1.218022 -4.050444  0.209
H23 3.609629 -0.256682 -6.184014  0.163
C15 -1.166701 -4.835342 -2.981904  -0.483
N1 -0.792651 -5.808022 -1.913194  0.513
O15 -1.186771 -5.538412 -0.746454  -0.375
O16 -0.239961 -6.848772 -2.279014  -0.361
H24 -1.404781 -5.366632 -3.903384  0.234
H25 -0.258671 -4.253602 -3.140564  0.233
H26 -2.058491 -4.287292 -2.677844  0.239

Atoms 1-6, force components in eV/Å:
Tl -0.5 0.0 -0.2
B 1.6 0.9 0.5
H -2.5 -3.5 -2.8
H 1.9 1.8 -3.6
H -3.8 0.4 2.7
H 3.1 0.1 3.0

***

Number 1: maximum force 5.02 eV/Å. Number 2: maximum force 2.18 eV/Å. Number 3: maximum force 2.62 eV/Å. Number 4: maximum force 5.95 eV/Å.